Here is one molecule with the formula C2H3NS in a non-equilibrium geometry from OMol25. Energies are from ωB97M-V with the def2-TZVPD basis set.

Positions of all 7 atoms, in Å:
C: -0.47774 0.24956 -0.44421
C: 0.60512 -0.23552 0.39123
N: -0.82658 0.97102 -1.41659
S: -2.20821 0.09777 -0.51168
H: 1.42947 0.36360 0.33660
H: 0.88367 -1.19219 0.15377
H: 0.59427 -0.25424 1.49087

Cartesian forces, eV/Å:
-3.2875 -0.4547 0.4782
-0.3631 0.8369 1.8697
4.3095 2.5266 -2.4536
-2.0683 -2.2298 2.4771
2.4753 1.7463 -1.1770
0.5556 -2.4759 -1.0227
-1.6214 0.0504 -0.1716

Calculated values
HOMO level (spin up / spin down) = -5.88 / -10.18 eV
Max |F| = 5.57 eV Å⁻¹
Energy relative to the best compared isomer or geometry (same formula, charge and spin) = 205.5 kJ/mol
Spin multiplicity = 3
Frontier orbital gap (spin up / spin down) = 0.24918 / 0.31340 Ha
Expectation value of S² = 2.013

Here is a 10-piece molecular cluster, C6H34N2O9 overall in a non-equilibrium geometry from OMol25. Energies are from ωB97M-V with the def2-TZVPD basis set.

Positions of all 51 atoms, in Å:
N: -1.91592 -1.97709 0.52403
C: -0.62987 -1.82536 1.23004
C: -0.40266 -0.27614 1.30814
N: 0.72861 0.23050 0.53974
C: 0.94655 1.67982 0.79729
C: 2.25877 1.99263 1.51819
C: 0.46381 -0.05673 -0.85992
C: 1.60497 0.33774 -1.79119
H: -2.08611 -2.94458 0.28020
H: -1.96128 -1.38780 -0.29748
H: 0.21002 -2.29510 0.70961
H: -0.59999 -2.31292 2.20485
H: -0.22329 -0.17107 2.39202
H: -1.35111 0.23169 1.16043
H: 0.09088 2.09241 1.32981
H: 0.93824 2.23035 -0.15692
H: 2.12509 2.07049 2.58011
H: 2.95149 1.14317 1.28735
H: 2.81287 2.83546 1.10324
H: -0.49189 0.25884 -1.36567
H: 0.45426 -1.17648 -0.98049
H: 1.52717 0.01592 -2.83720
H: 1.62082 1.40965 -2.02377
H: 2.57601 0.05607 -1.39000
H: -2.81845 1.60720 0.52330
H: -2.68063 2.91864 1.34852
O: -2.20833 2.38875 0.68774
H: -0.63230 1.55236 -3.74316
H: -1.33946 2.25134 -2.62426
O: -1.28067 1.37464 -3.05627
H: -1.58311 3.16697 -0.81358
H: -1.39820 4.58856 -1.46225
O: -1.23940 3.66052 -1.59457
H: -3.68988 -0.19338 0.88164
H: -4.67010 0.44036 -0.03298
O: -4.13965 0.66061 0.78397
H: -4.11195 0.47424 -2.41922
H: -4.52254 -0.82553 -1.77367
O: -4.71096 0.13072 -1.73923
H: 1.25760 -4.10994 -0.85155
H: 2.06747 -2.84081 -0.49102
O: 1.90045 -3.48077 -1.19253
H: 3.86869 -1.95354 1.19129
H: 2.68624 -1.20103 0.97296
O: 2.91708 -2.14364 1.10911
H: 5.11747 0.05480 -1.47065
H: 3.82975 0.51938 -0.83242
O: 4.65707 0.07934 -0.61886
H: 1.91874 -2.89526 2.30148
H: 2.00185 -2.54956 3.78056
O: 1.42412 -2.97103 3.14775

Cartesian forces, eV/Å:
0.2144 -0.2633 0.6152
-0.3412 0.8469 -1.3370
1.2632 -3.0072 3.2760
-4.6102 2.5085 -1.4017
0.8794 1.1233 -0.3584
1.0710 -1.4696 -0.8374
2.1260 -2.7172 -2.2248
0.1073 1.6034 -0.6983
-0.1947 0.0783 -0.1150
0.1789 -0.3307 -0.1977
0.0518 0.0366 -0.1879
-0.4660 0.3953 0.0339
0.3448 0.7796 -0.3509
0.1755 0.6099 -0.6687
-0.1499 -0.5360 0.2688
0.0795 -0.6608 0.0748
0.1186 0.0837 0.4378
-0.3189 0.5575 0.5569
-0.5369 0.2538 0.1575
0.2712 0.5064 1.1801
-0.3639 0.7461 0.4128
-0.2730 -0.9607 0.5748
0.0736 0.2064 0.7012
-0.5674 -0.4339 -0.3641
-0.1862 0.9370 0.3034
0.0909 -0.1932 -0.2667
0.0890 -0.3904 -0.0477
-0.0202 -0.2321 -0.2925
-0.1864 0.0286 -0.0866
0.1170 0.0886 0.2947
-0.0753 0.6914 -0.0263
-0.2225 0.4608 0.0943
0.2756 -1.0605 0.2202
-0.0125 -0.0917 0.5836
0.4917 0.8911 0.5720
-0.2658 -1.1012 -0.7384
-0.1668 0.2879 0.1339
-0.4034 0.4006 -0.0358
0.4239 -0.9411 -0.5948
0.0960 -0.0320 0.0692
0.2806 -0.4104 0.1851
-0.3257 0.2585 -0.3808
0.1796 -0.9965 -0.0745
-0.5534 -0.5997 0.1045
0.8229 1.9908 -0.4693
0.0922 -0.1108 0.2739
0.4655 0.3235 0.1255
0.0704 -0.0230 -0.0738
-0.2536 -0.1157 0.8940
0.2036 0.0280 0.3751
-0.1603 -0.0449 -0.6900

Calculated values
HOMO level (spin up / spin down) = -13.22 / -13.16 eV
Max |F| = 5.43 eV Å⁻¹
Energy relative to the best compared isomer or geometry (same formula, charge and spin) = 0.0 kJ/mol
Spin multiplicity = 2
Frontier orbital gap (spin up / spin down) = 0.39757 / 0.20312 Ha
Total charge = +1
Expectation value of S² = 0.754

Here is one molecule with the formula C2H4N2OS in a non-equilibrium geometry from OMol25. Energies are from ωB97M-V with the def2-TZVPD basis set.

Positions of all 10 atoms, in Å:
C: 0.91821 -0.31692 0.37147
C: -0.53340 -0.67572 0.26487
N: 1.17323 0.99421 -0.08308
N: 0.25338 1.74504 -0.26698
O: -1.60492 0.95249 -1.86736
S: -1.29911 0.96861 -0.23599
H: 1.23586 -0.24056 1.51601
H: 1.66845 -0.94126 -0.18015
H: -0.77636 -1.38955 -0.57510
H: -1.03533 -1.09635 1.05631

Cartesian forces, eV/Å:
1.6911 -1.5749 2.4573
-0.3747 0.5572 -3.9138
1.6687 1.1656 0.1029
-0.3348 0.9899 -0.4237
0.9368 -0.2680 5.3920
-1.9662 -1.0643 -4.8903
-0.3862 -0.4739 -2.3220
-0.8892 0.1054 0.7535
0.4790 0.9757 0.4777
-0.8245 -0.4127 2.3665

Calculated values
HOMO level = -9.35 eV
Max |F| = 5.48 eV Å⁻¹
Energy relative to the best compared isomer or geometry (same formula, charge and spin) = 421.0 kJ/mol
Frontier orbital gap = 0.33646 Ha